Record 1
C4H12N2S | ωB97M-V with the def2-TZVPD basis set

Properties
SMILES string: NCCNCCS
2S+1: 1
Frontier orbital gap, eV: 9.68

Geometry as XYZ:
```
19
Properties=species:S:1:pos:R:3:forces:R:3
N -2.0083 -1.1612 1.4797 -0.737 0.796 -0.218
C -1.9159 -1.0692 0.0088 0.839 -0.169 0.518
C -1.1539 0.1507 -0.4551 0.500 0.067 0.997
N 0.2791 0.0333 -0.0970 -0.797 -0.443 -0.078
C 1.0784 1.2261 -0.2935 0.779 0.299 0.516
C 2.5498 0.8435 -0.6763 -0.643 0.965 -0.538
S 3.2430 -0.4714 0.3211 -0.200 -0.239 -0.019
H -2.5924 -1.9598 1.7008 0.105 0.034 0.226
H -2.4682 -0.3382 1.8753 0.008 -0.268 -0.124
H -2.8219 -1.0765 -0.6024 -0.404 -0.384 0.489
H -1.2941 -1.9376 -0.1565 -0.041 -0.369 -1.084
H -1.3925 0.2732 -1.5176 0.733 0.184 0.072
H -1.5497 1.0019 0.1068 -0.437 0.393 -0.287
H 0.2699 -0.1580 0.9022 0.048 -0.365 -0.223
H 0.5352 1.8170 -1.0699 0.956 0.010 0.534
H 1.2104 1.7793 0.6715 -0.609 0.059 -0.748
H 3.2568 1.6677 -0.5635 -0.317 0.269 0.292
H 2.5823 0.6594 -1.7378 0.064 -0.696 -0.409
H 2.1921 -1.2801 0.1036 0.152 -0.143 0.087
```
Positions in Å, forces in eV/Å.

Computed natural (NBO) charges, given in elementary charges: atom 1 (N): -0.839, atom 2 (C): -0.232, atom 3 (C): -0.220, atom 4 (N): -0.651, atom 5 (C): -0.227, atom 6 (C): -0.534, atom 7 (S): -0.049, atom 8 (H): 0.361, atom 9 (H): 0.347, atom 10 (H): 0.171, atom 11 (H): 0.201, atom 12 (H): 0.198, atom 13 (H): 0.158, atom 14 (H): 0.375, atom 15 (H): 0.196, atom 16 (H): 0.176, atom 17 (H): 0.219, atom 18 (H): 0.204, atom 19 (H): 0.146



Record 2
C5H8O3V | ωB97M-V with the def2-TZVPD basis set

Properties
2S+1: 5
Frontier orbital gap (alpha / beta), eV: 6.76 / 10.75
Charge: +1

Geometry as XYZ:
```
17
Properties=species:S:1:pos:R:3:forces:R:3
O 0.9160 -0.8655 1.3456 2.190 -1.357 0.084
C -0.4646 0.5410 0.3898 -1.406 2.347 0.433
C 0.5816 0.9204 -0.6221 -0.186 0.037 0.152
O 1.7989 0.2292 -0.4164 0.081 0.501 -0.787
C 1.8737 -0.7307 0.5905 -0.234 -1.672 1.370
O 2.9508 -1.3634 0.4838 -0.502 -0.046 0.848
V 3.7398 -0.5062 -1.0824 0.854 0.450 -1.149
C -1.8677 0.7132 0.1120 0.367 0.602 -0.497
C -1.5692 -0.8045 -0.0260 0.488 -0.998 -0.317
H -0.1772 0.5872 1.4436 -0.510 -0.009 -0.750
H 0.8101 1.9825 -0.4698 -0.369 -0.036 -0.013
H 0.2217 0.7756 -1.6497 0.176 -0.059 0.210
H -2.5096 0.9489 0.9593 0.164 -0.040 -0.273
H -2.1265 1.1902 -0.8341 -0.177 -0.232 0.230
H -2.0415 -1.3953 0.7606 0.146 0.091 -0.253
H -0.4453 -1.0946 0.0792 -0.814 0.341 0.456
H -1.6910 -1.1280 -1.0639 -0.269 0.081 0.257
```
Positions in Å, forces in eV/Å.

Computed natural (NBO) charges, given in elementary charges: atom 1 (O): -0.686, atom 2 (C): 0.061, atom 3 (C): -0.118, atom 4 (O): -0.599, atom 5 (C): 0.972, atom 6 (O): -0.727, atom 7 (V): 0.821, atom 8 (C): -0.405, atom 9 (C): -0.607, atom 10 (H): 0.318, atom 11 (H): 0.254, atom 12 (H): 0.218, atom 13 (H): 0.272, atom 14 (H): 0.252, atom 15 (H): 0.300, atom 16 (H): 0.385, atom 17 (H): 0.290



Record 3
C16H18ClN6O4RhS3Se | ωB97M-V with the def2-TZVPD basis set

Properties
2S+1: 5
Frontier orbital gap (alpha / beta), eV: 7.35 / 6.47

Geometry as XYZ:
```
50
Properties=species:S:1:pos:R:3:forces:R:3
Rh -1.3020 -0.1001 -0.1736 0.314 -0.093 -0.472
N -3.9273 1.7911 -1.7492 -0.387 -0.225 0.371
C -2.7467 1.8581 -2.3589 0.247 0.623 -1.004
N -1.6439 1.3884 -1.8596 -0.006 -0.423 0.635
C -0.5424 1.6104 -2.6463 -0.400 0.673 -0.935
C -0.8046 2.2976 -3.7895 -0.044 -0.247 0.386
S -2.4890 2.6693 -3.9073 -0.055 -0.295 0.576
C 0.7309 1.1154 -2.1661 1.117 -0.075 -0.384
C 1.9626 1.2581 -2.7212 -0.294 -0.121 0.199
S 3.1777 0.5301 -1.7282 -0.537 -0.078 0.303
C 1.9189 0.0651 -0.6010 0.521 0.163 -0.579
N 0.7377 0.4266 -0.9806 -0.205 -0.073 0.485
N 2.1470 -0.6692 0.5137 0.001 -0.254 0.267
H -3.9896 1.1209 -0.9784 -0.131 -0.012 0.026
H -4.7701 2.0356 -2.2391 0.081 -0.046 0.006
H -0.1387 2.5935 -4.5713 0.250 0.051 -0.168
H 2.2349 1.7540 -3.6271 0.054 0.186 -0.263
H 3.0579 -0.5883 0.9384 -0.128 0.033 0.056
H 1.3644 -0.6853 1.1644 0.226 0.042 -0.034
O -4.1960 -0.9971 2.6810 -1.196 0.465 1.661
Se -3.1997 -1.2580 1.5063 -0.316 -0.279 -0.063
O -3.5721 -0.3554 0.1799 0.238 0.442 -0.628
O -1.6377 -0.7635 1.8494 0.589 0.648 -0.303
O -3.0629 -2.8101 1.1130 -0.002 -1.258 -0.386
Cl 1.3459 3.7697 -0.2787 -0.011 0.158 -0.007
C 1.4556 2.7927 1.1442 -0.093 -0.203 0.096
C 2.6798 2.6737 1.7652 0.009 0.025 0.000
C 2.8213 1.8606 2.8847 -0.100 -0.064 -0.025
C 1.7211 1.1457 3.3625 0.131 0.086 0.141
C 0.4907 1.2828 2.7717 -0.141 0.048 -0.154
C 0.2891 2.1282 1.6372 0.349 0.007 0.143
C -0.9703 2.2891 1.0756 -0.006 0.806 0.394
H 3.5268 3.2242 1.3839 0.034 0.044 -0.082
H 3.7778 1.7911 3.3822 0.066 -0.019 -0.006
H 1.8377 0.4970 4.2191 -0.038 -0.027 0.070
H -0.3630 0.7328 3.1379 -0.105 -0.055 0.030
H -1.1122 2.9899 0.2696 -0.073 -0.041 -0.095
H -1.8418 1.9105 1.5897 -0.062 -0.219 -0.051
S -1.1904 -1.8630 -1.9714 -0.360 0.205 -0.234
C -0.2777 -2.8496 -0.9421 -0.080 -0.321 -0.255
N -0.6575 -3.2526 0.2524 0.081 0.124 -0.147
C 0.3092 -4.1645 0.8281 0.062 -0.242 0.183
C 1.4988 -4.0863 -0.1535 0.300 -0.156 0.107
N 0.9149 -3.3791 -1.2802 -0.004 -0.106 0.208
H -1.6536 -3.1041 0.6306 0.225 0.032 -0.140
H -0.1204 -5.1707 0.8705 0.110 0.064 0.053
H 0.5700 -3.8522 1.8419 0.037 -0.106 -0.087
H 1.8538 -5.0715 -0.4636 0.009 0.070 0.142
H 2.3368 -3.5154 0.2650 -0.111 -0.107 -0.030
H 1.4484 -3.0660 -2.0711 -0.165 0.151 -0.005
```
Positions in Å, forces in eV/Å.

Computed natural (NBO) charges, given in elementary charges: atom 1 (Rh): 1.131, atom 2 (N): -0.787, atom 3 (C): 0.317, atom 4 (N): -0.577, atom 5 (C): 0.107, atom 6 (C): -0.420, atom 7 (S): 0.368, atom 8 (C): 0.134, atom 9 (C): -0.418, atom 10 (S): 0.383, atom 11 (C): 0.294, atom 12 (N): -0.567, atom 13 (N): -0.809, atom 14 (H): 0.461, atom 15 (H): 0.405, atom 16 (H): 0.242, atom 17 (H): 0.245, atom 18 (H): 0.405, atom 19 (H): 0.423, atom 20 (O): -1.030, atom 21 (Se): 2.817, atom 22 (O): -1.136, atom 23 (O): -1.114, atom 24 (O): -1.078, atom 25 (Cl): 0.013, atom 26 (C): -0.006, atom 27 (C): -0.252, atom 28 (C): -0.201, atom 29 (C): -0.260, atom 30 (C): -0.118, atom 31 (C): -0.167, atom 32 (C): -0.362, atom 33 (H): 0.231, atom 34 (H): 0.218, atom 35 (H): 0.223, atom 36 (H): 0.247, atom 37 (H): 0.214, atom 38 (H): 0.230, atom 39 (S): -0.210, atom 40 (C): 0.321, atom 41 (N): -0.584, atom 42 (C): -0.225, atom 43 (C): -0.227, atom 44 (N): -0.597, atom 45 (H): 0.480, atom 46 (H): 0.205, atom 47 (H): 0.211, atom 48 (H): 0.206, atom 49 (H): 0.195, atom 50 (H): 0.420



Record 4
C3H3ClF2 | ωB97M-V with the def2-TZVPD basis set

Properties
SMILES string: C/C(F)=C(/F)Cl
2S+1: 1
Frontier orbital gap, eV: 10.09

Geometry as XYZ:
```
9
Properties=species:S:1:pos:R:3:forces:R:3
C -0.7004 -1.0137 0.0791 0.382 1.285 -0.347
C -0.2769 0.4920 0.0228 -0.143 -1.625 -1.086
F -1.1993 1.3895 -0.3215 -1.287 0.243 0.706
C 0.9512 0.9749 0.0009 0.489 0.382 0.689
F 1.2253 2.2982 0.1184 -0.186 -1.062 -0.560
Cl 2.2938 -0.0441 -0.1752 0.796 0.083 0.323
H -1.1797 -1.2241 1.0652 0.032 0.146 -0.973
H 0.2262 -1.6149 0.0320 -0.602 0.284 -0.010
H -1.3401 -1.2578 -0.8216 0.520 0.263 1.257
```
Positions in Å, forces in eV/Å.

Computed natural (NBO) charges, given in elementary charges: atom 1 (C): -0.677, atom 2 (C): 0.312, atom 3 (F): -0.313, atom 4 (C): 0.238, atom 5 (F): -0.301, atom 6 (Cl): 0.028, atom 7 (H): 0.236, atom 8 (H): 0.242, atom 9 (H): 0.236



For reference, DFT total energy by record: -18157.2982; -37133.5249; -147394.7392; -21115.7025 eV.
For reference, molar mass by record: 120.221; 167.060; 671.878; 112.506 g/mol.
For reference, relative energy (zero: lowest compared OMol25 entry of this formula, charge and spin) by record: 69.51; 98.11; 0.00; 82.36 kJ/mol.